# C36H84N4O8

A cluster of 7 separate species, C36H84N4O8 in total at a distorted geometry (wB97M-V/def2-TZVPD, OMol25).

CARTESIAN COORDINATES (ANGSTROEM)
C1 3.8390 0.5679 0.8510
C2 4.6778 1.8554 0.8236
C3 3.8711 2.9040 0.0566
C4 4.8739 2.2814 2.2830
C5 5.8933 3.3916 2.4200
C6 7.2303 2.9250 1.8190
C7 7.1178 2.4529 0.3789
C8 7.0218 3.6618 -0.5531
C9 8.3765 1.6707 0.0364
N1 5.9896 1.5200 0.2902
O1 5.8626 1.0510 -1.0440
H1 2.8512 0.7215 1.2842
H2 3.6898 0.1434 -0.1462
H3 4.3788 -0.1982 1.4188
H4 3.8310 2.6530 -1.0031
H5 2.8539 2.9251 0.4577
H6 4.2278 3.9269 0.1713
H7 3.9145 2.6080 2.6968
H8 5.2113 1.4462 2.9044
H9 5.5518 4.3090 1.9329
H10 6.0598 3.6462 3.4692
H11 7.5814 2.1014 2.4499
H12 7.9503 3.7417 1.8845
H13 6.1571 4.2722 -0.3095
H14 6.8793 3.3464 -1.5915
H15 7.9319 4.2596 -0.5259
H16 8.4212 0.7522 0.6281
H17 9.2809 2.2497 0.2227
H18 8.3618 1.3561 -1.0091
H19 6.0318 0.1063 -0.9749
C10 -3.7666 -5.6160 -4.4829
C11 -4.4102 -4.8750 -3.3054
C12 -5.8140 -4.4425 -3.7381
C13 -4.4865 -5.8476 -2.1380
C14 -4.6875 -5.1957 -0.7742
C15 -3.5878 -4.1749 -0.5749
C16 -3.6001 -3.0967 -1.6274
C17 -4.8104 -2.1639 -1.5151
C18 -2.3190 -2.2815 -1.4845
N2 -3.5222 -3.7621 -2.9368
O2 -3.4947 -2.7962 -3.9804
H20 -4.0783 -6.6603 -4.5032
H21 -3.9677 -5.1334 -5.4394
H22 -2.6784 -5.5992 -4.3637
H23 -6.3899 -3.9658 -2.9453
H24 -5.7758 -3.7519 -4.5793
H25 -6.3831 -5.3226 -4.0520
H26 -5.3008 -6.5497 -2.3524
H27 -3.5950 -6.4829 -2.0909
H28 -5.6882 -4.7619 -0.6911
H29 -4.6676 -5.9592 0.0093
H30 -2.5969 -4.6409 -0.6136
H31 -3.6309 -3.6402 0.3796
H32 -4.7765 -1.5505 -0.6099
H33 -5.7421 -2.7226 -1.4923
H34 -4.8279 -1.4914 -2.3718
H35 -2.2362 -1.9062 -0.4605
H36 -2.3495 -1.4083 -2.1380
H37 -1.4601 -2.9073 -1.7352
H38 -2.5429 -2.7572 -4.1696
C19 -3.7951 3.3174 -0.3093
C20 -2.4709 3.9324 0.1539
C21 -1.3577 2.9124 -0.1303
C22 -2.1177 5.2055 -0.6264
C23 -2.7698 6.4820 -0.0908
C24 -2.5788 6.5874 1.4043
C25 -3.0832 5.3719 2.1768
C26 -2.6215 5.5184 3.6106
C27 -4.6123 5.2740 2.1207
N3 -2.3912 4.2339 1.5803
O3 -2.6451 3.0439 2.3217
H39 -4.0498 2.4822 0.3422
H40 -4.5931 4.0548 -0.3677
H41 -3.6673 2.9175 -1.3192
H42 -1.6444 1.8815 0.0830
H43 -1.1071 2.9480 -1.1967
H44 -0.4367 3.1638 0.3985
H45 -1.0275 5.3023 -0.6514
H46 -2.3981 5.0832 -1.6783
H47 -2.3178 7.3432 -0.5833
H48 -3.8353 6.4538 -0.3293
H49 -3.0963 7.4844 1.7785
H50 -1.5367 6.8000 1.6605
H51 -1.5443 5.6811 3.6741
H52 -2.8263 4.6071 4.1835
H53 -3.1573 6.3096 4.1343
H54 -5.0911 5.9743 2.8099
H55 -4.9353 4.2720 2.4059
H56 -4.9944 5.5160 1.1312
H57 -1.7807 2.8045 2.6686
C28 -2.4261 -3.7770 4.8289
O4 -1.5021 -4.3249 3.9345
C29 -1.6359 -3.8221 2.6240
C30 -0.4991 -4.3883 1.8005
N4 0.8263 -4.0269 2.2965
C31 1.2866 -2.7412 1.8121
C32 2.5903 -2.3470 2.4775
O5 2.3865 -2.3271 3.8806
C33 3.0680 -1.2830 4.5311
H58 -2.5330 -2.6878 4.7112
H59 -2.0841 -3.9603 5.8459
H60 -3.4336 -4.1955 4.6949
H61 -1.5792 -2.7264 2.5803
H62 -2.5903 -4.1588 2.1992
H63 -0.5879 -4.0475 0.7635
H64 -0.5861 -5.4777 1.7485
H65 0.7994 -3.9875 3.3106
H66 0.5726 -1.9092 1.9890
H67 1.4455 -2.7748 0.7284
H68 2.8872 -1.3555 2.1181
H69 3.3548 -3.1005 2.2534
H70 2.9797 -1.4599 5.6013
H71 2.6514 -0.3032 4.2728
H72 4.1383 -1.2894 4.2829
C34 3.5456 0.8748 -3.5084
O6 2.2412 1.3217 -3.2309
H73 3.6045 0.2661 -4.4262
H74 4.2182 1.7186 -3.6421
H75 3.9439 0.2357 -2.7110
H76 1.7470 0.5392 -2.9570
C35 0.4703 -0.4325 -1.0874
O7 0.7118 -0.8667 -2.4188
H77 0.7096 -1.2285 -0.3775
H78 1.0639 0.4432 -0.8181
H79 -0.5609 -0.0842 -0.9753
H80 0.0144 -1.4750 -2.6949
C36 0.2968 -3.4611 -4.6478
O8 -0.7088 -2.4529 -4.4348
H81 0.1691 -4.2094 -3.8691
H82 0.1580 -3.9568 -5.6095
H83 1.2978 -3.0353 -4.5770
H84 -0.7012 -1.8690 -5.2004

Forces on atoms 1 to 2 (eV/Å):
C 0.52 -0.45 -0.32
C -0.73 -0.14 0.48

Output
calculated total energy = -2242.8103 Eh
LUMO level = 0.341 eV
HOMO = -8.3 eV
multiplicity = 1
charge = 0
maximum force = 1.1 eV/A
orbital gap = 8.62 eV
SMILES = CC1(C)CCCC(C)(C)N1O.CC1(C)CCCC(C)(C)N1O.CC1(C)CCCC(C)(C)N1O.COCCNCCOC.CO.CO.CO
energy relative to the best compared isomer or geometry (same formula, charge and spin) = 0.954 eV
molar mass = 701.088 g/mol



# C36H86ClN5O4

A cluster of 6 separate species, C36H86ClN5O4 in total at a distorted geometry (wB97M-V/def2-TZVPD, OMol25).

CARTESIAN COORDINATES (ANGSTROEM)
C1 4.6105 4.6767 0.2505
O1 3.8721 3.4517 -0.1092
C2 2.5708 3.5206 0.4806
C3 1.4430 4.0311 -0.5276
N1 1.3295 3.2012 -1.7225
H1 2.2508 2.9931 -2.1068
H2 1.1497 2.2939 -1.2536
C4 0.2085 3.4035 -2.7349
C5 0.3571 2.5730 -3.9593
O2 1.4538 3.0121 -4.7074
C6 1.5283 2.7945 -6.0726
H3 5.6815 4.6504 0.0684
H4 4.5558 4.8607 1.3507
H5 4.1970 5.5434 -0.2236
H6 2.5320 4.2579 1.3155
H7 2.4278 2.4993 0.7925
H8 1.6246 5.0800 -0.6763
H9 0.4483 4.0631 -0.0674
H10 0.2124 4.4752 -2.9603
H11 -0.7438 3.2476 -2.2706
H12 -0.5112 2.5974 -4.6210
H13 0.4944 1.5087 -3.6092
H14 0.7051 3.2932 -6.5887
H15 1.5417 1.7102 -6.3379
H16 2.3779 3.3067 -6.5258
C7 4.9773 2.4130 -2.8729
O3 3.6659 1.8555 -2.4842
C8 3.3146 0.6812 -3.2107
C9 3.8544 -0.6269 -2.6336
N2 3.6375 -0.5403 -1.1979
H17 3.9532 0.3609 -0.8585
H18 2.5630 -0.5030 -1.0303
C10 4.3142 -1.5927 -0.3040
C11 5.4539 -0.8513 0.4566
O4 4.9221 0.2930 1.0654
C12 5.8132 1.1765 1.6688
H19 5.5547 1.7635 -3.5084
H20 5.6227 2.7778 -2.0987
H21 4.7410 3.2286 -3.5406
H22 3.6256 0.6371 -4.2669
H23 2.2313 0.6257 -3.1034
H24 4.9113 -0.7203 -2.8292
H25 3.4039 -1.5533 -2.9894
H26 4.6706 -2.3334 -1.0003
H27 3.5780 -1.9711 0.3929
H28 6.2080 -0.5138 -0.2771
H29 5.9320 -1.5273 1.1500
H30 5.2737 2.0519 2.0539
H31 6.4934 1.5436 0.8943
H32 6.2438 0.7001 2.5427
C13 -4.1344 1.6659 -2.5271
C14 -3.7577 1.9630 -1.0934
C15 -4.9666 1.9382 -0.1810
N3 -4.8502 2.4180 1.2452
C16 -3.8341 1.6463 1.9729
C17 -6.1848 2.3401 2.0265
C18 -5.9855 3.3600 3.1901
C19 -4.7969 4.3111 2.8271
C20 -4.4249 3.8829 1.4011
H33 -4.7787 0.7726 -2.5950
H34 -3.2632 1.5090 -3.1970
H35 -4.7032 2.4833 -3.0089
H36 -3.3588 2.9952 -1.1269
H37 -2.9586 1.3370 -0.7040
H38 -5.3455 0.9128 -0.1695
H39 -5.7534 2.4549 -0.6912
H40 -3.8802 0.5523 1.9114
H41 -3.8456 1.8847 3.0398
H42 -2.8393 1.9719 1.6543
H43 -6.3083 1.2964 2.3237
H44 -7.0062 2.5289 1.3259
H45 -5.7721 2.8479 4.1088
H46 -6.8933 3.9307 3.2687
H47 -4.0124 3.9630 3.4726
H48 -4.9571 5.3762 2.8576
H49 -3.3642 4.0343 1.0830
H50 -4.9617 4.4523 0.6692
C21 5.4435 -2.8392 5.3566
C22 4.4551 -2.0588 4.5251
C23 3.1281 -1.8161 5.2084
N4 2.0526 -1.2143 4.3382
C24 2.3747 0.0971 3.6615
C25 0.8016 -1.0647 5.2130
C26 -0.0790 -2.2316 4.7728
C27 0.2027 -2.4869 3.2864
C28 1.7229 -2.2164 3.1760
H51 5.1362 -3.8774 5.4153
H52 5.5396 -2.5356 6.3867
H53 6.4112 -2.7982 4.8497
H54 4.2939 -2.4808 3.5482
H55 4.9806 -1.0815 4.3146
H56 3.2970 -1.1534 6.0603
H57 2.7337 -2.8141 5.5125
H58 3.1831 -0.0433 2.8996
H59 2.6905 0.7386 4.4988
H60 1.4620 0.4170 3.2688
H61 0.4476 -0.0334 5.0832
H62 1.1103 -1.1593 6.2395
H63 -1.1129 -2.0306 5.0182
H64 0.1857 -3.1055 5.2912
H65 -0.4346 -1.7969 2.7104
H66 0.0400 -3.5506 3.1077
H67 2.1165 -1.8099 2.2259
H68 2.2855 -3.1259 3.2959
C29 -5.5138 -4.5771 -5.1647
C30 -5.0901 -3.8906 -3.9073
C31 -3.7344 -4.5055 -3.4880
N5 -3.2923 -4.1260 -2.1099
C32 -2.9987 -2.6254 -2.0039
C33 -4.3089 -4.5421 -1.0294
C34 -3.4553 -4.5962 0.2407
C35 -1.9989 -4.8811 -0.1915
C36 -2.0213 -4.9116 -1.7068
H69 -6.5022 -4.2087 -5.3969
H70 -5.5966 -5.6502 -5.0359
H71 -4.9926 -4.3509 -6.0978
H72 -5.8818 -3.9962 -3.1073
H73 -5.0323 -2.8018 -4.0388
H74 -2.9832 -4.3264 -4.2512
H75 -3.8879 -5.5927 -3.5934
H76 -2.4882 -2.4824 -1.0544
H77 -3.9048 -2.0767 -2.0280
H78 -2.4322 -2.3552 -2.8888
H79 -5.1438 -3.8146 -1.1049
H80 -4.6827 -5.4914 -1.2504
H81 -3.4845 -3.6806 0.8506
H82 -3.7595 -5.4694 0.8768
H83 -1.2637 -4.1664 0.2321
H84 -1.6965 -5.8436 0.2395
H85 -1.1081 -4.4984 -2.1815
H86 -2.2314 -5.9500 -1.9338
Cl1 0.6777 0.2340 -0.4260

Forces on atoms 1 to 2 (eV/Å):
C -0.12 -0.49 1.26
O 0.37 1.97 0.67

Output
calculated total energy = -2456.8188 Eh
LUMO level = -8.138 eV
HOMO = -17.8 eV
multiplicity = 1
charge = +4
maximum force = 3.0 eV/A
orbital gap = 9.62 eV
molar mass = 688.568 g/mol



# C36H86F6O15P

A cluster of 13 separate species, C36H86F6O15P in total at a distorted geometry (wB97M-V/def2-TZVPD, OMol25).

CARTESIAN COORDINATES (ANGSTROEM)
P1 -0.2260 -0.3243 -0.1255
F1 -1.2033 -0.6108 1.1828
F2 1.1129 -0.6946 0.7375
F3 -0.2362 -1.8972 -0.4436
F4 0.7492 -0.1026 -1.4526
F5 -1.5548 -0.0462 -1.0135
F6 -0.1209 1.2601 0.2553
C1 2.6745 2.8430 -2.7937
C2 2.2307 4.1595 -3.4665
C3 2.0430 5.1425 -2.2714
O1 2.2578 4.4246 -1.0923
C4 2.1795 3.0182 -1.3587
H1 3.7565 2.9524 -2.7211
H2 2.4115 1.9137 -3.2991
H3 1.2829 4.0456 -3.9926
H4 2.9478 4.5406 -4.1937
H5 1.0609 5.6065 -2.3627
H6 2.7908 5.9340 -2.3209
H7 1.1434 2.6982 -1.2486
H8 2.7375 2.3736 -0.6795
C5 -2.1163 5.2078 3.4263
C6 -1.4401 3.8877 3.5744
C7 -1.7742 3.3053 2.2010
O2 -3.0452 3.7822 1.8780
C8 -3.4097 4.9534 2.6637
H9 -1.4960 5.8728 2.8254
H10 -2.2521 5.6716 4.4033
H11 -1.8584 3.2137 4.3219
H12 -0.3737 4.0148 3.7606
H13 -1.7312 2.2328 2.3907
H14 -1.0191 3.6670 1.5030
H15 -4.1641 4.7369 3.4200
H16 -3.6333 5.8553 2.0938
C9 1.0313 -4.6055 1.4161
C10 2.3635 -5.2108 1.5604
C11 2.5034 -5.3885 3.0824
O3 1.6826 -4.3459 3.5720
C12 0.9126 -3.6833 2.6085
H17 0.3363 -5.4400 1.5101
H18 0.7485 -4.1314 0.4762
H19 3.0640 -4.4779 1.1602
H20 2.4926 -6.1783 1.0752
H21 3.5532 -5.3163 3.3668
H22 2.1089 -6.3602 3.3794
H23 1.3048 -2.6998 2.3498
H24 -0.0966 -3.5505 2.9985
C13 -2.8402 4.8734 -2.0347
C14 -1.6146 4.0841 -2.3007
C15 -2.0028 2.6991 -2.1141
O4 -3.4053 2.7473 -2.4406
C16 -3.9120 4.0501 -2.6790
H25 -2.6973 5.8357 -2.5263
H26 -3.0385 5.1556 -1.0007
H27 -0.8177 4.3945 -1.6248
H28 -1.2897 4.2104 -3.3335
H29 -1.8624 2.3734 -1.0834
H30 -1.5405 1.9973 -2.8083
H31 -4.8643 4.1559 -2.1594
H32 -4.0867 4.2780 -3.7305
C17 4.2259 -1.9727 3.3780
C18 5.3516 -1.5562 4.3400
C19 6.0692 -0.6193 3.4033
O5 5.0049 0.0841 2.7239
C20 3.8738 -0.6953 2.5771
H33 3.3741 -2.3647 3.9337
H34 4.5849 -2.8044 2.7719
H35 5.9651 -2.3751 4.7155
H36 4.9268 -0.9849 5.1654
H37 6.5938 -1.0066 2.5299
H38 6.8073 0.0659 3.8201
H39 3.7025 -0.9511 1.5314
H40 3.0211 -0.2452 3.0854
C21 0.0515 -0.6035 4.4181
O6 0.2005 0.7362 4.7524
H41 0.9639 -1.1722 4.5977
H42 -0.7614 -1.0232 5.0105
H43 -0.2492 -0.8759 3.4064
H44 0.6320 1.1600 4.0069
C22 2.1833 2.6837 2.0498
O7 1.2804 1.7542 2.3896
H45 1.6644 3.4654 1.4951
H46 2.7012 3.0913 2.9180
H47 2.9345 2.2776 1.3724
H48 0.8973 1.3833 1.5913
C23 -2.6302 -4.2637 0.0077
O8 -2.6951 -2.8559 0.1358
H49 -1.7250 -4.5807 0.5256
H50 -3.5653 -4.6670 0.3962
H51 -2.5418 -4.5537 -1.0393
H52 -1.8208 -2.4792 0.0121
C24 -3.7695 -1.1182 3.1054
O9 -4.3105 -1.5352 1.8572
H53 -3.1148 -0.2520 3.0099
H54 -4.5431 -0.9332 3.8507
H55 -3.2288 -1.9764 3.5044
H56 -3.6086 -1.9524 1.3523
C25 -2.3983 0.0062 -5.1643
O10 -1.3156 -0.8535 -5.2502
C26 -0.8673 -1.1572 -3.9286
C27 0.0726 -2.3393 -3.8907
O11 -0.5268 -3.4392 -4.5965
C28 0.2007 -4.6602 -4.4998
H57 -3.3289 -0.5476 -5.0402
H58 -2.4873 0.4348 -6.1625
H59 -2.3235 0.7416 -4.3633
H60 -1.6962 -1.3962 -3.2624
H61 -0.3095 -0.2983 -3.5555
H62 0.0687 -2.5620 -2.8237
H63 1.0925 -2.1678 -4.2350
H64 1.1506 -4.4459 -4.9896
H65 -0.2124 -5.6115 -4.8351
H66 0.4969 -4.8753 -3.4732
C29 3.0177 -4.5307 -2.1364
O12 3.3436 -3.1463 -2.4207
C30 3.4454 -2.3112 -1.2851
C31 3.9924 -0.9211 -1.7392
O13 5.3327 -1.0538 -2.2088
C32 5.8601 0.1134 -2.8022
H67 3.7267 -5.0443 -1.4871
H68 2.9500 -5.0371 -3.0992
H69 2.0074 -4.5119 -1.7279
H70 4.1073 -2.7596 -0.5443
H71 2.4770 -2.2618 -0.7872
H72 3.9010 -0.2806 -0.8620
H73 3.4020 -0.5192 -2.5626
H74 5.9185 0.9095 -2.0600
H75 5.2466 0.4298 -3.6459
H76 6.8587 -0.0610 -3.2028
C33 -4.7365 -1.9272 -1.7770
O14 -5.1099 -1.0569 -0.6828
C34 -4.7708 0.3370 -1.0169
C35 -4.6298 1.1573 0.2585
O15 -5.6640 0.7633 1.1940
C36 -5.6868 1.7529 2.2296
H77 -4.9643 -2.9441 -1.4574
H78 -3.6541 -1.8729 -1.8939
H79 -5.3640 -1.7337 -2.6470
H80 -5.5172 0.8126 -1.6533
H81 -3.8234 0.3496 -1.5558
H82 -4.7386 2.2213 0.0482
H83 -3.6735 0.9051 0.7165
H84 -4.7092 1.8533 2.7012
H85 -6.3330 1.4132 3.0390
H86 -6.0312 2.7383 1.9155

Forces on atoms 1 to 2 (eV/Å):
P 1.44 0.02 -0.10
F 0.64 0.45 -0.68

Output
calculated total energy = -3492.1819 Eh
LUMO level (spin up / spin down) = 0.405 / -5.368 eV
HOMO (spin up / spin down) = -8.9 / -8.9 eV
expectation value of S² = 0.7564
multiplicity = 2
charge = 0
maximum force = 3.3 eV/A
orbital gap (spin up / spin down) = 9.34 / 3.57 eV
molar mass = 904.031 g/mol



What is the formula in the first record? C36H84N4O8



calculated total energy of number 2 (C36H86ClN5O4)? -2456.8188 Eh



Which of these has the highest charge? C36H86ClN5O4



What is the maximum force in the first record? 1.1 eV/A